{
  "formula": "C5H11N2O",
  "method": "wB97M-V/def2-TZVPD",
  "symbols": ["O", "C", "C", "C", "C", "C", "N", "N", "H", "H", "H", "H", "H", "H", "H", "H", "H", "H", "H"],
  "positions_angstrom": [[1.992, 0.774, -2.387], [1.555, -0.156, -1.664], [1.104, 0.099, -0.219], [0.237, -1.075, 0.189], [-0.555, -0.830, 1.472], [-2.878, -0.287, 1.603], [-1.715, -0.019, 1.193], [0.394, 1.477, -0.320], [1.631, -1.227, -1.944], [1.863, 0.308, 0.540], [0.987, -1.879, 0.220], [-0.509, -1.430, -0.527], [-0.708, -1.805, 1.949], [0.088, -0.215, 2.125], [-3.569, 0.542, 1.430], [-3.149, -1.244, 2.036], [0.240, 1.942, 0.577], [-0.504, 1.288, -0.776], [0.862, 2.115, -0.968]],
  "nbo_charge": [-0.726, 0.033, -0.152, -0.426, -0.263, -0.044, -0.438, -0.727, 0.108, 0.164, 0.243, 0.222, 0.183, 0.195, 0.183, 0.158, 0.406, 0.430, 0.452],
  "lumo_ev": [0.66, 0.43],
  "spin_multiplicity": 2,
  "homo_energy_ev": [-4.304, -7.909],
  "e_above_lowest_kj_mol": 200.7,
  "gap_ha": [0.18256, 0.30663],
  "s2": 0.753
}



{
  "formula": "C7H7N",
  "method": "wB97M-V/def2-TZVPD",
  "symbols": ["C", "C", "C", "C", "C", "C", "C", "H", "H", "H", "H", "H", "H", "H", "N"],
  "positions_angstrom": [[-1.667, 0.738, -0.167], [-1.661, -0.871, 0.067], [-0.214, -0.660, -0.013], [0.920, -1.573, 0.046], [2.113, 0.412, -0.014], [1.139, 1.401, 0.017], [-0.156, 0.811, -0.026], [-2.229, 1.176, 0.741], [-1.908, 1.082, -1.167], [-1.970, -1.072, 1.103], [-2.024, -1.351, -0.765], [0.900, -2.603, -0.090], [3.171, 0.844, 0.168], [1.533, 2.572, 0.268], [2.053, -0.907, -0.169]],
  "nbo_charge": [-0.391, -0.441, -0.036, 0.038, 0.021, -0.253, -0.013, 0.214, 0.228, 0.223, 0.217, 0.198, 0.181, 0.238, -0.425],
  "lumo_ev": 0.88,
  "homo_energy_ev": -8.818,
  "e_above_lowest_kj_mol": 240.9,
  "gap_ha": 0.35656
}



{
  "formula": "C34H44BBrN13O2PPt",
  "method": "wB97M-V/def2-TZVPD",
  "symbols": ["Pt", "C", "C", "C", "C", "N", "N", "B", "N", "C", "C", "C", "C", "N", "N", "C", "C", "C", "C", "N", "N", "C", "C", "C", "C", "N", "H", "H", "H", "H", "H", "H", "H", "H", "H", "H", "H", "H", "H", "H", "H", "H", "H", "H", "H", "H", "Br", "C", "C", "N", "C", "C", "C", "C", "O", "O", "H", "H", "H", "C", "N", "C", "N", "C", "N", "C", "P", "C", "C", "H", "H", "H", "H", "H", "H", "H", "H", "H", "H", "H", "H", "H", "C", "C", "C", "C", "C", "C", "N", "H", "H", "H", "H", "H", "H", "H", "H"],
  "positions_angstrom": [[-0.603, 0.316, 0.001], [-1.629, -0.623, -3.454], [-1.081, -1.602, -2.468], [-0.994, -2.976, -2.655], [-0.480, -3.490, -1.479], [-0.244, -2.479, -0.642], [-0.562, -1.312, -1.246], [0.043, -2.590, 0.891], [1.172, -1.607, 1.299], [2.214, -1.812, 2.107], [2.755, -0.587, 2.445], [1.957, 0.370, 1.830], [2.088, 1.849, 1.994], [1.024, -0.278, 1.091], [-1.241, -2.041, 1.598], [-2.014, -2.541, 2.572], [-3.008, -1.641, 2.878], [-2.792, -0.536, 2.061], [-3.588, 0.723, 2.065], [-1.728, -0.798, 1.283], [0.444, -3.992, 1.170], [-0.148, -5.110, 1.685], [0.702, -6.158, 1.492], [1.825, -5.612, 0.825], [3.052, -6.326, 0.363], [1.664, -4.316, 0.625], [-1.258, -0.854, -4.453], [-2.716, -0.710, -3.506], [-1.402, 0.408, -3.210], [-1.294, -3.526, -3.531], [-0.268, -4.506, -1.184], [2.498, -2.813, 2.382], [3.586, -0.403, 3.103], [3.139, 2.140, 2.003], [1.546, 2.419, 1.243], [1.690, 2.137, 2.966], [-1.811, -3.504, 3.003], [-3.785, -1.754, 3.614], [-4.651, 0.485, 2.096], [-3.364, 1.288, 2.972], [-3.387, 1.366, 1.214], [-1.129, -5.109, 2.124], [0.553, -7.180, 1.796], [3.108, -7.318, 0.807], [3.047, -6.444, -0.721], [3.950, -5.774, 0.638], [-0.815, 4.919, 6.851], [-1.181, 4.592, 5.043], [-1.791, 5.577, 4.264], [-2.081, 5.401, 2.981], [-1.764, 4.243, 2.420], [-1.148, 3.207, 3.109], [-0.859, 3.382, 4.461], [-0.818, 1.903, 2.475], [-0.523, 0.922, 3.117], [-0.888, 1.936, 1.135], [-2.054, 6.532, 4.701], [-2.037, 4.123, 1.379], [-0.400, 2.587, 5.033], [4.363, 0.630, -2.051], [3.729, 2.038, -2.035], [3.278, 2.382, -3.461], [2.392, 1.382, -3.941], [3.036, 0.066, -3.934], [3.444, -0.309, -2.583], [2.324, -0.620, -1.704], [1.253, 0.885, -1.497], [2.594, 2.100, -1.058], [1.091, 1.372, -3.287], [4.644, 0.392, -1.026], [5.253, 0.708, -2.675], [4.443, 2.713, -1.745], [4.183, 2.425, -4.066], [2.809, 3.365, -3.428], [3.916, 0.099, -4.576], [2.348, -0.679, -4.329], [2.687, -0.968, -0.735], [1.742, -1.430, -2.140], [3.000, 1.866, -0.082], [2.203, 3.119, -1.039], [0.615, 2.352, -3.371], [0.461, 0.656, -3.802], [-3.816, -1.042, -0.864], [-3.483, 0.376, -1.126], [-4.421, 1.321, -1.654], [-3.759, 2.491, -1.836], [-2.411, 2.284, -1.409], [-1.377, 3.339, -1.421], [-2.264, 0.988, -0.985], [-4.226, -1.481, -1.779], [-4.621, -1.100, -0.126], [-2.980, -1.642, -0.528], [-5.452, 1.096, -1.876], [-4.140, 3.418, -2.235], [-1.430, 3.885, -2.366], [-0.372, 2.959, -1.259], [-1.576, 4.065, -0.630]],
  "lowdin_charge": [1.488, -0.010, -0.309, 0.038, 0.014, 0.035, -0.130, -0.655, 0.040, 0.009, 0.041, -0.304, -0.019, -0.113, 0.073, 0.010, 0.045, -0.301, 0.017, -0.071, -0.023, -0.050, 0.012, -0.328, -0.014, 0.107, 0.109, 0.099, 0.046, 0.135, 0.147, 0.142, 0.134, 0.106, 0.062, 0.105, 0.126, 0.137, 0.111, 0.108, 0.065, 0.111, 0.121, 0.088, 0.085, 0.082, 0.836, -0.660, -0.138, 0.098, -0.086, -0.128, -0.038, -0.586, 0.091, -0.237, 0.120, 0.094, 0.126, -0.073, -0.048, -0.079, -0.125, -0.114, -0.125, -0.234, 1.033, -0.200, -0.248, 0.156, 0.160, 0.198, 0.160, 0.156, 0.154, 0.150, 0.105, 0.102, 0.069, 0.124, 0.108, 0.077, 0.011, -0.276, 0.040, 0.042, -0.259, -0.009, -0.079, 0.117, 0.118, 0.064, 0.144, 0.141, 0.114, 0.019, 0.096],
  "lumo_ev": [-9.14, -10.00],
  "spin_multiplicity": 2,
  "homo_energy_ev": [-15.120, -15.120],
  "total_charge": 3,
  "e_above_lowest_kj_mol": 56.9,
  "gap_ha": [0.21969, 0.18803],
  "s2": 0.761
}



{
  "formula": "C7H20BN5O7",
  "method": "wB97M-V/def2-TZVPD",
  "symbols": ["C", "C", "O", "C", "C", "O", "C", "B", "O", "O", "N", "O", "H", "H", "H", "H", "H", "H", "H", "H", "H", "H", "H", "H", "N", "C", "N", "O", "H", "H", "H", "H", "N", "C", "N", "O", "H", "H", "H", "H"],
  "positions_angstrom": [[-2.688, -2.052, -2.822], [-1.237, -2.277, -2.491], [-0.472, -1.084, -2.624], [0.871, -1.370, -2.306], [1.756, -0.185, -2.559], [1.332, 0.963, -1.850], [1.876, 2.136, -2.443], [2.028, 3.307, -1.387], [1.095, 4.293, -1.216], [3.220, 3.338, -0.618], [2.941, 3.590, 0.759], [2.455, 2.661, 1.245], [-2.799, -1.597, -3.802], [-3.143, -3.036, -2.902], [-3.239, -1.522, -2.052], [-0.849, -3.044, -3.173], [-1.155, -2.686, -1.475], [1.230, -2.174, -2.958], [0.925, -1.679, -1.258], [1.811, 0.007, -3.633], [2.770, -0.458, -2.243], [1.268, 2.488, -3.281], [2.878, 1.903, -2.818], [1.519, 5.128, -1.483], [1.579, 4.457, 4.526], [1.357, 3.695, 5.639], [1.412, 2.343, 5.434], [1.127, 4.181, 6.731], [1.770, 4.073, 3.620], [1.546, 5.453, 4.638], [1.254, 1.753, 6.228], [1.600, 1.924, 4.543], [-3.445, -5.446, 0.751], [-3.003, -4.166, 0.577], [-3.271, -3.309, 1.605], [-2.410, -3.811, -0.429], [-3.934, -5.760, 1.568], [-3.263, -6.098, 0.011], [-2.958, -2.361, 1.505], [-3.756, -3.576, 2.440]],
  "nbo_charge": [-0.616, -0.079, -0.538, -0.076, -0.072, -0.525, -0.422, 1.154, -0.913, -0.619, 0.409, -0.239, 0.204, 0.215, 0.206, 0.144, 0.210, 0.166, 0.168, 0.168, 0.166, 0.188, 0.189, 0.507, -0.852, 0.771, -0.853, -0.659, 0.389, 0.407, 0.406, 0.389, -0.846, 0.782, -0.846, -0.678, 0.388, 0.409, 0.411, 0.388],
  "lumo_ev": -0.46,
  "homo_energy_ev": -9.191,
  "gap_ha": 0.32100
}



{
  "formula": "C29H47BBr48ClNO6SSi2",
  "method": "wB97M-V/def2-TZVPD",
  "symbols": ["C", "C", "N", "C", "C", "Si", "C", "C", "C", "C", "S", "O", "O", "Cl", "O", "Si", "C", "C", "C", "B", "O", "O", "C", "C", "O", "H", "H", "H", "H", "H", "H", "H", "H", "H", "H", "H", "H", "H", "H", "H", "H", "H", "H", "H", "H", "H", "H", "H", "H", "H", "H", "H", "H", "H", "H", "H", "C", "Br", "Br", "Br", "H", "C", "Br", "Br", "Br", "H", "C", "Br", "Br", "Br", "H", "C", "Br", "Br", "Br", "H", "C", "Br", "Br", "Br", "H", "C", "Br", "Br", "Br", "H", "C", "Br", "Br", "Br", "H", "C", "Br", "Br", "Br", "H", "C", "Br", "Br", "Br", "H", "C", "Br", "Br", "Br", "H", "C", "Br", "Br", "Br", "H", "C", "Br", "Br", "Br", "H", "C", "Br", "Br", "Br", "H", "C", "Br", "Br", "Br", "H", "C", "Br", "Br", "Br", "H", "C", "Br", "Br", "Br", "H"],
  "positions_angstrom": [[1.334, 4.678, -0.430], [1.946, 5.027, -1.893], [0.936, 5.778, -2.737], [0.028, 4.706, -3.263], [-1.482, 5.201, -3.500], [-2.406, 3.798, -4.419], [-4.292, 4.068, -4.592], [-5.005, 4.827, -3.373], [-4.782, 6.414, -3.333], [-5.207, 6.916, -1.864], [-3.921, 7.909, -0.979], [-4.524, 9.290, -0.778], [-2.581, 7.930, -1.642], [-3.657, 7.043, 0.926], [-1.947, 2.277, -3.712], [-2.946, 1.836, -2.373], [-2.297, 2.414, -0.670], [-2.897, 3.807, -0.144], [-2.948, -0.112, -2.298], [-1.642, -0.702, -1.522], [-0.262, -0.532, -1.920], [-1.849, -1.453, -0.277], [1.710, 6.321, -3.892], [2.905, 5.541, -4.613], [1.430, 7.454, -4.366], [0.244, 4.335, -0.563], [1.880, 3.805, 0.060], [1.297, 5.622, 0.202], [2.279, 4.057, -2.421], [2.897, 5.633, -1.708], [0.034, 3.737, -2.663], [0.425, 4.418, -4.313], [-1.995, 5.583, -2.560], [-1.406, 6.092, -4.226], [-1.864, 3.782, -5.800], [-4.433, 4.746, -5.519], [-4.816, 3.078, -4.878], [-4.761, 4.421, -2.340], [-6.139, 4.668, -3.513], [-3.757, 6.764, -3.678], [-5.547, 6.884, -4.055], [-5.495, 6.054, -1.155], [-6.160, 7.556, -1.959], [-4.356, 2.196, -2.596], [-2.620, 1.615, 0.101], [-1.148, 2.451, -0.591], [-2.151, 4.207, 0.642], [-3.895, 3.718, 0.403], [-2.983, 4.623, -0.931], [-2.898, -0.482, -3.384], [-3.935, -0.383, -1.802], [0.101, 0.192, -1.350], [-1.885, -0.733, 0.404], [2.715, 4.424, -4.728], [3.880, 5.669, -4.015], [3.085, 5.957, -5.670], [-8.671, 6.660, -5.287], [-7.806, 8.344, -4.866], [-7.399, 5.328, -5.894], [-9.733, 6.009, -3.802], [-9.354, 6.851, -6.112], [1.931, -2.344, 0.356], [3.000, -0.778, 0.766], [3.028, -3.833, -0.229], [0.779, -2.835, 1.835], [1.283, -2.078, -0.479], [-3.566, 0.589, 3.501], [-5.202, 0.561, 2.459], [-2.885, -1.198, 3.823], [-2.224, 1.735, 2.698], [-3.812, 1.016, 4.471], [3.980, 0.327, -3.959], [2.267, -0.350, -3.352], [3.863, 1.086, -5.739], [4.759, 1.570, -2.691], [4.654, -0.525, -4.022], [0.722, -7.770, -0.034], [2.214, -7.644, 1.197], [-0.391, -6.184, 0.029], [1.309, -8.175, -1.837], [0.106, -8.604, 0.296], [3.276, -6.822, 4.845], [1.692, -6.685, 5.955], [3.631, -5.173, 3.889], [4.820, -7.416, 5.859], [3.075, -7.587, 4.097], [6.729, -7.860, 9.092], [7.760, -6.262, 9.471], [7.861, -9.333, 8.534], [5.589, -8.353, 10.580], [6.075, -7.626, 8.254], [4.579, -11.008, -2.515], [2.868, -11.705, -1.922], [4.470, -10.252, -4.297], [5.324, -9.748, -1.243], [5.265, -11.851, -2.567], [10.480, -11.978, 10.462], [11.507, -10.376, 10.834], [11.615, -13.450, 9.907], [9.343, -12.468, 11.955], [9.824, -11.748, 9.625], [2.319, -2.418, 7.193], [0.811, -3.566, 7.601], [4.009, -3.340, 7.425], [2.164, -1.628, 5.428], [2.301, -1.600, 7.910], [-6.527, 0.701, -6.833], [-5.638, 2.403, -7.100], [-6.521, 0.174, -4.966], [-8.316, 0.697, -7.579], [-5.953, -0.047, -7.377], [-7.521, 9.520, 0.013], [-7.200, 8.827, 1.795], [-8.667, 8.341, -1.021], [-8.204, 11.334, 0.055], [-6.557, 9.554, -0.493], [5.045, -12.952, 8.326], [6.531, -12.798, 9.562], [3.917, -11.374, 8.358], [5.642, -13.373, 6.530], [4.434, -13.787, 8.663], [-6.986, 7.170, 6.019], [-8.646, 7.076, 5.020], [-6.272, 5.407, 6.398], [-5.681, 8.303, 5.139], [-7.216, 7.633, 6.976], [5.823, -10.920, 2.751], [5.152, -9.109, 2.598], [7.145, -11.074, 4.161], [4.387, -12.206, 2.962], [6.325, -11.155, 1.814], [7.902, 1.839, -7.867], [6.577, 1.141, -9.100], [7.269, 3.424, -6.945], [8.517, 0.481, -6.626], [8.763, 2.139, -8.462]],
  "lowdin_charge": [-0.074, -0.245, -0.079, -0.244, -0.228, 0.547, -0.363, -0.287, -0.203, -0.247, 0.469, -0.414, -0.367, 0.345, -0.354, 0.551, -0.333, -0.212, -0.150, -0.567, -0.036, 0.023, -0.389, -0.030, 0.043, 0.046, 0.078, 0.082, 0.102, 0.125, 0.108, 0.124, 0.052, 0.102, 0.012, 0.063, -0.022, 0.066, 0.076, 0.106, 0.044, 0.110, 0.048, 0.021, 0.005, 0.081, 0.061, 0.078, 0.028, 0.090, 0.078, 0.090, 0.074, 0.064, 0.094, 0.098, -1.559, 0.598, 0.624, 0.563, -0.025, -1.584, 0.548, 0.556, 0.539, -0.053, -1.589, 0.570, 0.577, 0.640, -0.027, -1.591, 0.645, 0.545, 0.545, -0.025, -1.583, 0.535, 0.563, 0.552, -0.024, -1.599, 0.560, 0.538, 0.577, -0.100, -1.609, 0.568, 0.540, 0.559, -0.117, -1.604, 0.542, 0.561, 0.549, -0.028, -1.624, 0.558, 0.564, 0.541, -0.063, -1.593, 0.535, 0.552, 0.538, -0.029, -1.580, 0.621, 0.574, 0.573, -0.024, -1.595, 0.537, 0.550, 0.582, -0.078, -1.590, 0.529, 0.555, 0.534, -0.027, -1.610, 0.552, 0.553, 0.546, -0.028, -1.578, 0.534, 0.550, 0.563, -0.036, -1.615, 0.547, 0.544, 0.552, -0.030],
  "lumo_ev": -0.66,
  "homo_energy_ev": -9.390,
  "gap_ha": 0.32069
}



{
  "formula": "C5H11NO",
  "method": "wB97M-V/def2-TZVPD",
  "symbols": ["C", "C", "C", "N", "C", "C", "O", "H", "H", "H", "H", "H", "H", "H", "H", "H", "H", "H"],
  "positions_angstrom": [[2.127, 0.823, -0.861], [1.648, -0.525, -0.344], [0.762, -0.401, 0.893], [-0.532, 0.225, 0.631], [-1.487, -0.441, -0.089], [-2.896, 0.090, 0.071], [-1.233, -1.412, -0.784], [2.822, 0.708, -1.696], [1.292, 1.443, -1.199], [2.653, 1.368, -0.070], [1.084, -1.068, -1.106], [2.508, -1.147, -0.069], [0.598, -1.396, 1.330], [1.264, 0.220, 1.645], [-0.858, 0.916, 1.291], [-2.933, 1.181, 0.111], [-3.313, -0.310, 1.001], [-3.507, -0.277, -0.756]],
  "nbo_charge": [-0.610, -0.415, -0.211, -0.628, 0.677, -0.713, -0.623, 0.213, 0.208, 0.194, 0.237, 0.200, 0.197, 0.192, 0.391, 0.218, 0.231, 0.242],
  "lumo_ev": 0.86,
  "homo_energy_ev": -9.634,
  "e_above_lowest_kj_mol": 9.9,
  "gap_ha": 0.38555
}



{
  "formula": "C5H10O2",
  "method": "wB97M-V/def2-TZVPD",
  "symbols": ["C", "O", "C", "C", "O", "C", "C", "H", "H", "H", "H", "H", "H", "H", "H", "H", "H"],
  "positions_angstrom": [[-2.099, -1.061, 0.281], [-1.138, -0.325, -0.440], [-0.420, 0.544, 0.373], [0.631, -0.091, 1.290], [1.593, 0.869, 0.937], [0.830, 1.210, -0.260], [1.392, 0.533, -1.490], [-1.633, -1.711, 1.040], [-2.821, -0.398, 0.783], [-2.631, -1.689, -0.438], [-1.088, 1.292, 0.835], [0.860, -1.343, 0.824], [0.729, -0.781, 2.081], [0.786, 2.298, -0.382], [0.720, 0.685, -2.339], [2.375, 0.951, -1.735], [1.489, -0.541, -1.317]],
  "nbo_charge": [-0.250, -0.524, 0.059, -0.107, -0.513, 0.094, -0.640, 0.167, 0.168, 0.198, 0.180, 0.083, 0.236, 0.183, 0.221, 0.219, 0.226],
  "lumo_ev": 1.00,
  "homo_energy_ev": -9.041,
  "e_above_lowest_kj_mol": 423.4,
  "gap_ha": 0.36892
}



{
  "formula": "C4H6N2O",
  "method": "wB97M-V/def2-TZVPD",
  "symbols": ["C", "C", "N", "N", "C", "H", "H", "H", "H", "C", "O", "H", "H"],
  "positions_angstrom": [[-0.767, 1.214, 0.289], [-0.434, 0.008, -0.359], [-1.099, -1.027, 0.134], [-1.864, -0.492, 1.095], [-1.706, 0.847, 1.223], [-0.368, 2.199, 0.097], [0.262, -0.133, -1.171], [-2.475, -1.094, 1.622], [-2.269, 1.420, 1.946], [2.683, -0.745, -1.217], [2.590, 0.434, -0.987], [3.469, -1.145, -1.883], [1.977, -1.486, -0.790]],
  "nbo_charge": [-0.343, -0.056, -0.275, -0.336, -0.058, 0.235, 0.206, 0.405, 0.219, 0.271, -0.497, 0.110, 0.120],
  "lumo_ev": 0.86,
  "homo_energy_ev": -9.361,
  "e_above_lowest_kj_mol": 203.2,
  "gap_ha": 0.37559
}